Entry 1:
{"formula": "C7H9N3O", "method": "ωB97M-V with the def2-TZVPD basis set", "species": ["C", "C", "C", "N", "C", "O", "C", "N", "N", "C", "C", "H", "H", "H", "H", "H", "H", "H", "H", "H"], "coordinates": [[-0.72435, 0.50778, 1.32180], [0.10882, 0.50173, -0.00574], [-0.76474, 0.48999, -1.26706], [0.96851, 1.71625, -0.00751], [2.33418, 1.53278, 0.00752], [3.27010, 2.34313, -0.04871], [2.44031, -0.01736, 0.04665], [3.38732, -0.98952, 0.04470], [2.71140, -2.13309, 0.02264], [1.34691, -1.94153, -0.07818], [1.15070, -0.59249, -0.00298], [-1.53801, 1.26216, 1.18554], [-0.21158, 0.57290, 2.33396], [-1.37813, -0.32099, 1.42384], [-1.47963, 1.39173, -1.34232], [-1.22565, -0.43803, -1.39505], [-0.11575, 0.70131, -2.09879], [0.57259, 2.69354, -0.22117], [3.18050, -2.95467, -0.10032], [0.65748, -2.78980, -0.17037]], "smiles": "CC1(C)NC(=O)c2n[nH]cc21", "charge": 0, "orbital_gap_ev": 10.21, "e_homo_ev": -9.588}

---

Entry 2:
{"formula": "C4H8N2", "method": "ωB97M-V with the def2-TZVPD basis set", "species": ["C", "N", "C", "C", "C", "N", "H", "H", "H", "H", "H", "H", "H", "H"], "coordinates": [[1.90295, -0.01431, -0.19916], [1.23082, -1.16340, 0.34596], [0.60919, -0.34612, -0.82813], [-0.58231, 0.53299, -0.49456], [-1.75745, -0.10684, 0.12100], [-0.82151, 0.65269, 0.94824], [2.84846, -0.16064, -0.71712], [1.88273, 0.81293, 0.50773], [0.62788, -0.92970, 1.12218], [0.53553, -1.38290, -1.15629], [-0.79625, 1.43307, -1.08552], [-1.72567, -1.18166, 0.27274], [-2.74527, 0.30451, -0.06135], [-1.20909, 1.54936, 1.22427]], "smiles": "C1N[C@H]1[C@H]1CN1", "charge": 0, "orbital_gap_ev": 10.37, "e_homo_ev": -9.300}

---

Entry 3:
{"formula": "C3H6Cl2OSi", "method": "ωB97M-V with the def2-TZVPD basis set", "species": ["C", "C", "C", "Cl", "Cl", "H", "H", "H", "H", "O", "Si", "H", "H"], "coordinates": [[0.59633, 1.55894, -0.04713], [-0.76272, 1.26872, 0.59063], [-1.61930, 0.40946, 0.04682], [-3.19677, 0.09405, 0.81468], [-1.57699, -0.05776, -1.59054], [0.45075, 2.07003, -0.90628], [1.14244, 0.55713, -0.32566], [1.19879, 2.04096, 0.63946], [-1.01642, 1.80463, 1.51290], [-0.01823, -2.23088, 0.63919], [1.24585, -2.37907, -0.15997], [1.20106, -3.64012, -0.92541], [2.35521, -1.49608, -0.28870]], "smiles": "CC=C(Cl)Cl.O=[SiH2]", "charge": 0, "orbital_gap_ev": 8.67, "e_homo_ev": -9.121}

---

Entry 4:
{"formula": "C5H8O", "method": "ωB97M-V with the def2-TZVPD basis set", "species": ["C", "C", "C", "C", "C", "O", "H", "H", "H", "H", "H", "H", "H", "H"], "coordinates": [[2.92723, 0.04320, -0.73892], [1.68399, 0.00509, -0.35816], [0.53117, 0.07295, 0.24608], [-0.80155, -0.44299, -0.30747], [-2.07181, -0.11285, 0.47911], [-2.15640, 1.25741, 0.78135], [3.69074, -0.60401, -0.33553], [3.17757, 0.77255, -1.48677], [1.05541, 0.04515, 1.22341], [-0.91641, 0.03265, -1.29006], [-0.75638, -1.52361, -0.49002], [-2.94833, -0.34463, -0.13803], [-2.15037, -0.73099, 1.38406], [-1.26487, 1.53009, 1.03094]], "smiles": "C=C=CCCO", "charge": 0, "orbital_gap_ev": 9.75, "e_homo_ev": -8.909}

---

Entry 5:
{"formula": "C5H10F3N2S", "method": "ωB97M-V with the def2-TZVPD basis set", "species": ["C", "C", "C", "C", "C", "N", "N", "F", "F", "F", "S", "H", "H", "H", "H", "H", "H", "H", "H", "H", "H"], "coordinates": [[-1.23566, -0.87493, -0.43612], [-0.66785, 1.61031, -1.43849], [1.51765, 0.03306, 1.82864], [0.39392, 1.02431, -0.50382], [0.57353, -0.91889, 1.16411], [-0.74624, -1.52426, -1.67500], [-0.19249, -0.04449, 0.19354], [0.17786, -2.55437, -1.37250], [-1.80629, -2.26209, -2.13973], [-1.04854, 0.76515, 1.55433], [-2.71082, -1.00474, 0.20032], [-0.15149, 2.41237, -1.87695], [-0.97681, 0.91500, -2.30416], [-1.55813, 1.96438, -0.94313], [2.14331, -0.46163, 2.65353], [2.18891, 0.38168, 1.13038], [0.97014, 0.83393, 2.24040], [0.84216, 1.87008, 0.17198], [1.19995, 0.61402, -1.11956], [-0.09736, -1.18493, 1.97678], [1.18423, -1.59396, 0.69543]], "charge": 1, "orbital_gap_ev": [6.58, 6.58], "e_homo_ev": [-14.417, -14.416]}

---

Entry 6:
{"formula": "C17H62N8O14", "method": "ωB97M-V with the def2-TZVPD basis set", "species": ["C", "C", "O", "H", "H", "H", "H", "H", "H", "C", "C", "O", "H", "H", "H", "H", "H", "H", "C", "C", "O", "H", "H", "H", "H", "H", "H", "C", "O", "N", "N", "H", "H", "H", "H", "C", "O", "N", "N", "H", "H", "H", "H", "C", "O", "N", "N", "H", "H", "H", "H", "C", "O", "N", "N", "H", "H", "H", "H", "C", "O", "H", "H", "H", "H", "C", "O", "H", "H", "H", "H", "C", "O", "H", "H", "H", "H", "C", "O", "H", "H", "H", "H", "C", "O", "H", "H", "H", "H", "C", "O", "H", "H", "H", "H", "C", "O", "H", "H", "H", "H"], "coordinates": [[2.89781, 24.75325, -7.51870], [1.99063, 23.73351, -8.05738], [0.94114, 23.44727, -7.11125], [2.21780, 25.54868, -7.24083], [3.61436, 25.17931, -8.24234], [3.43763, 24.42410, -6.64736], [2.56618, 22.84301, -8.32224], [1.66199, 24.13715, -9.00396], [1.25077, 22.71470, -6.55827], [-2.28121, 22.40615, -0.80541], [-1.85776, 21.56020, 0.38175], [-0.55488, 21.99094, 0.73625], [-1.68772, 22.22853, -1.76036], [-2.13045, 23.46473, -0.55549], [-3.25593, 22.19324, -1.07038], [-2.00368, 20.48876, 0.13190], [-2.63610, 21.76999, 1.18253], [-0.08963, 22.21578, -0.03252], [2.78375, 22.77781, -0.94532], [2.12516, 21.78934, -1.97190], [0.78695, 22.27838, -2.30380], [3.90679, 22.80328, -1.02443], [2.42160, 22.66414, 0.12354], [2.63606, 23.79604, -1.23988], [2.10114, 20.76443, -1.49325], [2.75244, 21.63816, -2.84036], [0.23138, 21.56693, -2.65808], [-6.87481, 22.48812, -5.76050], [-7.31511, 23.81063, -5.82654], [-5.63769, 22.08681, -6.00183], [-7.64458, 21.46341, -5.30337], [-4.84603, 22.74179, -6.33944], [-5.42579, 21.05122, -6.14901], [-8.65950, 21.62597, -5.35253], [-7.24852, 20.44901, -5.35204], [-5.98149, 18.73693, -6.25111], [-6.26451, 18.16255, -7.44743], [-4.91160, 19.47229, -6.13604], [-6.75906, 18.92475, -5.24268], [-4.10061, 19.42656, -6.75786], [-4.64455, 19.56150, -5.19846], [-7.64604, 18.42621, -5.23125], [-6.41418, 19.10693, -4.30512], [-5.13051, 20.62488, -2.75294], [-4.52229, 20.15082, -1.58693], [-4.56899, 21.08864, -3.83146], [-6.39065, 20.43124, -3.01172], [-3.59984, 21.41464, -3.76418], [-5.14965, 21.46660, -4.57390], [-7.00502, 20.52735, -2.12884], [-6.92866, 20.80982, -3.82812], [0.52218, 18.76592, -3.58925], [-0.38442, 19.71449, -2.96840], [0.48834, 17.51845, -3.29202], [1.38159, 19.06006, -4.51327], [-0.22193, 17.38884, -2.61551], [0.97959, 16.67435, -3.69868], [1.36320, 19.93882, -4.95010], [2.00872, 18.45698, -4.96409], [-1.82284, 21.22771, -5.72604], [-2.07914, 21.82122, -4.46550], [-1.67486, 20.14172, -5.57875], [-1.04745, 21.68950, -6.29431], [-2.77586, 21.35886, -6.32932], [-1.75358, 22.75327, -4.43608], [-3.11286, 17.87696, -3.61552], [-2.71489, 16.58683, -3.18493], [-4.05227, 17.97871, -4.11599], [-2.40086, 18.35200, -4.28272], [-3.01452, 18.43113, -2.75383], [-2.21955, 16.17575, -3.95618], [-0.59961, 16.61980, -6.48686], [-1.00317, 15.73854, -5.41716], [0.35226, 16.96605, -6.13881], [-1.25960, 17.47359, -6.50078], [-0.48666, 16.03320, -7.41316], [-0.12977, 15.47513, -4.99677], [-2.86325, 20.40654, -8.93999], [-2.60988, 19.23135, -8.26689], [-1.94177, 20.88701, -9.06547], [-3.28196, 21.22893, -8.34558], [-3.42752, 20.18655, -9.83285], [-2.40245, 18.58745, -8.90109], [-1.48773, 24.97680, -3.31131], [-1.30628, 24.41703, -4.64204], [-2.23748, 24.46346, -2.76078], [-1.64943, 26.04233, -3.20407], [-0.67810, 24.66503, -2.64312], [-0.49309, 24.78631, -5.00374], [-2.88042, 23.88653, -7.57451], [-3.73521, 23.91508, -6.44743], [-3.35356, 23.44107, -8.45819], [-2.07772, 23.26826, -7.32531], [-2.48320, 24.83956, -7.91725], [-3.25728, 24.24874, -5.70368], [0.66598, 19.96839, -7.71880], [0.55211, 18.89539, -8.55322], [0.25997, 19.70201, -6.77257], [0.00476, 20.76596, -8.08193], [1.73345, 20.33397, -7.57321], [-0.27760, 18.45719, -8.38441]], "charge": 0, "orbital_gap_ev": 8.29, "e_homo_ev": -8.767}

---

Entry 7:
{"formula": "C35H95N15O15", "method": "ωB97M-V with the def2-TZVPD basis set", "species": ["C", "O", "C", "C", "N", "C", "C", "O", "C", "H", "H", "H", "H", "H", "H", "H", "H", "H", "H", "H", "H", "H", "H", "H", "C", "O", "C", "C", "N", "C", "C", "O", "C", "H", "H", "H", "H", "H", "H", "H", "H", "H", "H", "H", "H", "H", "H", "H", "C", "O", "C", "C", "N", "C", "C", "O", "C", "H", "H", "H", "H", "H", "H", "H", "H", "H", "H", "H", "H", "H", "H", "H", "C", "O", "C", "C", "N", "C", "C", "O", "C", "H", "H", "H", "H", "H", "H", "H", "H", "H", "H", "H", "H", "H", "H", "H", "C", "O", "C", "C", "N", "C", "C", "O", "C", "H", "H", "H", "H", "H", "H", "H", "H", "H", "H", "H", "H", "H", "H", "H", "N", "C", "N", "O", "H", "H", "H", "H", "N", "C", "N", "O", "H", "H", "H", "H", "N", "C", "N", "O", "H", "H", "H", "H", "N", "C", "N", "O", "H", "H", "H", "H", "N", "C", "N", "O", "H", "H", "H", "H"], "coordinates": [[3.71460, 4.24855, -5.54873], [2.51156, 4.56997, -6.28984], [2.16959, 5.96217, -6.25363], [0.61868, 6.18331, -6.48107], [0.20489, 6.29708, -7.93819], [0.26615, 4.90209, -8.58941], [-0.77298, 3.80168, -8.24548], [-0.65779, 2.83502, -9.29921], [0.15554, 1.62565, -9.19157], [3.82084, 4.84494, -4.64257], [4.56086, 4.38803, -6.22141], [3.63562, 3.25006, -5.11876], [2.83176, 6.29095, -7.05458], [2.47350, 6.58628, -5.41326], [0.27046, 7.13689, -6.08417], [0.10735, 5.41173, -5.90549], [0.59875, 7.10471, -8.39940], [1.25914, 4.45454, -8.63144], [0.02672, 5.19348, -9.61209], [-1.66777, 4.42410, -8.25191], [-0.54688, 3.48787, -7.22641], [-0.52661, 0.80806, -8.95854], [0.92354, 1.81782, -8.44234], [0.67495, 1.51577, -10.14354], [-6.62815, 2.53220, 6.89677], [-8.04379, 2.24833, 7.25167], [-8.66635, 3.45852, 7.00487], [-10.21846, 3.56950, 7.40943], [-11.16822, 3.00651, 6.47559], [-12.46202, 2.98692, 7.11163], [-13.52725, 2.31218, 6.17785], [-13.33401, 1.00163, 5.84440], [-13.55132, 0.05158, 6.88765], [-6.24088, 3.26217, 7.60759], [-6.42718, 2.93333, 5.90339], [-6.11557, 1.57480, 6.99026], [-8.57269, 3.82227, 5.98164], [-8.31260, 4.16136, 7.75918], [-10.35674, 4.62992, 7.62037], [-10.38674, 3.14988, 8.40125], [-10.74109, 2.14002, 6.18085], [-12.76403, 4.00587, 7.35376], [-12.34616, 2.49010, 8.07488], [-13.60369, 2.85656, 5.23662], [-14.50012, 2.45550, 6.64804], [-14.49349, 0.15181, 7.42651], [-12.67423, 0.13956, 7.52879], [-13.62806, -0.83689, 6.26088], [-1.78479, -6.46748, 5.87296], [-1.55732, -5.07757, 5.59061], [-1.70755, -4.67183, 4.29462], [-1.13969, -5.50242, 3.12758], [0.28093, -5.64777, 3.49859], [1.11545, -6.65395, 2.73249], [2.57589, -6.61269, 3.21553], [2.64767, -6.59894, 4.58998], [2.00958, -7.66821, 5.19583], [-2.58206, -6.83517, 5.22700], [-2.00016, -6.64869, 6.92600], [-0.85729, -6.96843, 5.59566], [-1.26816, -3.67673, 4.36397], [-2.76308, -4.57470, 4.04059], [-1.36186, -5.06722, 2.15323], [-1.55457, -6.51036, 3.13384], [0.47216, -5.65149, 4.49031], [1.04701, -6.38880, 1.67745], [0.70555, -7.65743, 2.84692], [3.06744, -5.71052, 2.85142], [3.18696, -7.38800, 2.75338], [2.58049, -8.48841, 4.76060], [0.93997, -7.64327, 4.98750], [2.12825, -7.55523, 6.27345], [-4.46572, -5.67066, -7.23550], [-4.30226, -6.99814, -7.85618], [-5.54867, -7.73994, -7.88272], [-5.24191, -9.19269, -8.42580], [-4.88311, -9.19164, -9.85066], [-6.00318, -8.85607, -10.68660], [-5.99046, -9.46257, -12.18971], [-5.15322, -8.71093, -13.04625], [-5.08347, -9.18199, -14.43335], [-4.59329, -5.90538, -6.17874], [-5.38616, -5.22955, -7.61800], [-3.58715, -5.02594, -7.25935], [-6.25725, -7.24857, -8.54948], [-6.01888, -7.86969, -6.90796], [-6.05979, -9.89632, -8.27059], [-4.37559, -9.64007, -7.93853], [-4.22769, -8.42354, -9.87396], [-6.05532, -7.77072, -10.77283], [-6.87708, -9.21271, -10.14144], [-7.03435, -9.64521, -12.44473], [-5.65177, -10.49782, -12.14915], [-5.86107, -9.90126, -14.69043], [-4.20818, -9.76988, -14.70965], [-5.18665, -8.30422, -15.07130], [8.69266, -1.87955, -1.29630], [9.97467, -1.82577, -0.77735], [10.33775, -0.55780, -0.24977], [11.61939, -0.85782, 0.50571], [12.04459, 0.41368, 1.12570], [13.35614, 0.23732, 1.78146], [14.17187, 1.48258, 1.84124], [13.45044, 2.41995, 2.73043], [14.07483, 3.62725, 3.22225], [7.89515, -1.39458, -0.73337], [8.20656, -2.85477, -1.26875], [8.62761, -1.46599, -2.30270], [9.52408, -0.28416, 0.42191], [10.42370, 0.17640, -1.05081], [12.35172, -1.08296, -0.26961], [11.50843, -1.72249, 1.16003], [11.57375, 0.59311, 2.00104], [13.84399, -0.45210, 1.09239], [13.16171, -0.21236, 2.75516], [14.42535, 1.85457, 0.84853], [15.03073, 1.02773, 2.33477], [13.43432, 4.16424, 3.92189], [14.19200, 4.39444, 2.45688], [15.02378, 3.43525, 3.72298], [4.37320, 5.17712, 6.93113], [3.09230, 5.00716, 6.96696], [2.42086, 5.73703, 7.81212], [2.44998, 4.32720, 6.16074], [4.88724, 4.61902, 6.26452], [4.72754, 5.73921, 7.69179], [3.03407, 6.34404, 8.33710], [1.43411, 5.74735, 7.59692], [-4.87544, 8.87544, 2.87774], [-4.04476, 7.82643, 2.88288], [-4.25608, 6.99235, 1.90146], [-3.02563, 7.70618, 3.49931], [-5.83906, 8.78269, 2.58977], [-4.55869, 9.68708, 3.38862], [-3.45345, 6.62442, 1.41104], [-5.11031, 7.11051, 1.37569], [2.56662, 10.10763, 3.39630], [3.23041, 9.50602, 2.44904], [2.96362, 8.24562, 2.19744], [3.99428, 10.16506, 1.78779], [1.67727, 9.71601, 3.67159], [2.70532, 11.09791, 3.53848], [3.06934, 7.88207, 1.26109], [2.39921, 7.71263, 2.84354], [7.23850, -2.32364, 4.98347], [6.62443, -1.28699, 4.68557], [5.31253, -1.48757, 4.71179], [7.25432, -0.32114, 4.52499], [6.84119, -3.25122, 5.02628], [8.23966, -2.27720, 5.10845], [4.76779, -0.66260, 4.50493], [4.96115, -2.39024, 4.99784], [0.58248, 1.11500, -1.70777], [0.29907, 1.74262, -0.63308], [0.44547, 0.90702, 0.35831], [-0.08009, 2.90261, -0.69961], [0.97654, 0.19497, -1.57225], [0.58313, 1.49677, -2.64284], [0.25275, 1.43502, 1.19746], [0.87577, 0.00064, 0.24250]], "smiles": "COCCNCCOC.COCCNCCOC.COCCNCCOC.COCCNCCOC.COCCNCCOC.NC(N)=O.NC(N)=O.NC(N)=O.NC(N)=O.NC(N)=O", "charge": 0, "orbital_gap_ev": 8.66, "e_homo_ev": -8.425}

---

These records have largest force on an atom values of 0.08147; 0.05635; 0.09456; 0.04329; 0.09912; 0.20822; 0.20014 Eh/bohr, in the order they appear.
These records have calculated total energy values of -13921.8905; -7254.3116; -38176.2644; -7358.9910; -27298.4154; -59212.8639; -90888.0290 eV, in the order they appear.
These records have energy relative to the best compared isomer or geometry (same formula, charge and spin) values of 16.0; 82.2; 102.9; 75.3; 0.2; 69.0; 269.5 kcal per mole, in the order they appear.